# 1
Computed, not measured: 5 unconnected molecules or ions with the total composition C63H37F6NO12PS, with ωB97M-V/def2-TZVPD.

Results
* orbital gap: 0.1820 Ha
* highest occupied orbital energy: -10.4684 eV

```
! RIJCOSX wB97M-V def2-TZVPD def2/J DEFGRID3
* xyz 1 1
C -4.1360 8.5851 -9.8939
C -4.1577 7.3661 -9.7782
S -4.0637 5.5477 -9.7539
C -2.5880 5.1206 -10.8595
O -2.6377 5.6244 -11.9417
C -1.4084 4.1420 -10.4610
F -1.8869 3.1173 -9.6174
F -1.0586 3.4674 -11.6453
C -0.0729 4.7813 -9.8928
F 0.9213 4.6706 -10.8732
F 0.3665 3.9831 -8.8225
C -0.0944 6.2812 -9.4078
F 1.0154 6.4119 -8.5334
F -1.2004 6.6566 -8.6259
C 0.2126 7.3569 -10.5617
O -0.1376 7.2410 -11.7160
O 0.9738 8.4529 -10.1796
P -3.7407 4.8988 -7.7068
N -3.6124 6.2754 -6.6451
O -5.1280 4.0996 -7.1545
H -3.8620 9.6165 -10.2616
H 1.1766 9.0001 -10.9711
H -2.8906 6.1036 -5.9272
H -3.3092 7.1209 -7.1457
H -5.3335 3.3845 -7.8023
C 2.4087 8.8374 -5.6571
C 2.1271 7.6771 -6.3755
C 2.4456 6.4353 -5.8424
C 3.0577 6.3485 -4.5943
C 3.3616 7.5110 -3.8862
C 3.0251 8.7556 -4.4157
C 4.0582 7.4352 -2.5777
O 4.3197 8.4490 -1.9586
C 4.4364 6.1054 -2.0441
C 5.1413 6.0198 -0.8452
C 5.4886 4.7775 -0.3303
C 5.1252 3.6151 -1.0057
C 4.4277 3.6953 -2.2034
C 4.0898 4.9403 -2.7308
C 3.3767 5.0155 -4.0270
O 3.0612 4.0007 -4.6221
H 2.1516 9.8071 -6.0697
H 1.6578 7.7426 -7.3494
H 2.2200 5.5344 -6.4028
H 3.2472 9.6617 -3.8630
H 5.4245 6.9211 -0.3126
H 6.0417 4.7131 0.6004
H 5.3907 2.6458 -0.5986
H 4.1516 2.7871 -2.7275
C 2.7004 -1.2456 5.6842
C 3.6071 -1.2433 4.6267
C 3.9256 -0.0533 3.9862
C 3.3292 1.1383 4.3929
C 2.4024 1.1320 5.4365
C 2.0984 -0.0613 6.0883
C 1.7227 2.3843 5.8476
O 0.9173 2.3805 6.7596
C 2.0346 3.6399 5.1227
C 1.3628 4.8136 5.4584
C 1.6574 5.9972 4.7943
C 2.6307 6.0153 3.7984
C 3.2985 4.8472 3.4569
C 2.9955 3.6546 4.1114
C 3.6894 2.4060 3.7143
O 4.5377 2.4207 2.8405
H 2.4592 -2.1744 6.1897
H 4.0670 -2.1709 4.3036
H 4.6359 -0.0564 3.1669
H 1.3890 -0.0696 6.9084
H 0.6061 4.8067 6.2352
H 1.1296 6.9084 5.0538
H 2.8652 6.9417 3.2852
H 4.0521 4.8659 2.6774
C 3.5482 -7.7961 0.1026
C 2.5311 -8.7443 0.0250
C 1.2619 -8.4438 0.5011
C 1.0077 -7.1970 1.0682
C 2.0333 -6.2557 1.1680
C 3.3012 -6.5547 0.6732
C 1.7902 -4.9428 1.8138
O 2.6837 -4.1196 1.8980
C 0.4439 -4.6531 2.3628
C 0.2153 -3.4479 3.0228
C -1.0456 -3.1608 3.5296
C -2.0861 -4.0729 3.3707
C -1.8614 -5.2776 2.7182
C -0.5937 -5.5752 2.2211
C -0.3555 -6.8795 1.5575
O -1.2630 -7.6796 1.4215
H 4.5367 -8.0288 -0.2779
H 2.7286 -9.7180 -0.4096
H 0.4721 -9.1838 0.4335
H 4.0981 -5.8222 0.7360
H 1.0201 -2.7312 3.1476
H -1.2195 -2.2240 4.0479
H -3.0723 -3.8453 3.7603
H -2.6751 -5.9854 2.6022
C -8.4894 -8.2397 8.4058
C -8.5532 -7.3172 7.3645
C -7.5234 -7.2435 6.4363
C -6.4190 -8.0846 6.5526
C -6.3440 -8.9922 7.6101
C -7.3875 -9.0752 8.5297
C -5.1520 -9.8596 7.7751
O -5.0877 -10.6535 8.6948
C -4.0370 -9.7364 6.8057
C -2.8861 -10.5024 6.9791
C -1.8418 -10.4034 6.0686
C -1.9469 -9.5458 4.9763
C -3.0895 -8.7770 4.8031
C -4.1330 -8.8628 5.7219
C -5.3329 -8.0105 5.5460
O -5.4233 -7.2567 4.5932
H -9.2986 -8.3027 9.1251
H -9.4086 -6.6565 7.2761
H -7.5805 -6.5270 5.6244
H -7.3404 -9.7879 9.3455
H -2.7996 -11.1744 7.8258
H -0.9448 -10.9968 6.2083
H -1.1342 -9.4742 4.2614
H -3.1626 -8.1080 3.9527
*
```

Here are the Mulliken charges for atoms 1 to 99, given in e: number 1, C, carries 0.572; number 2, C, carries -0.811; number 3, S, carries 0.112; number 4, C, carries 0.013; number 5, O, carries -0.259; number 6, C, carries 0.918; number 7, F, carries -0.213; number 8, F, carries -0.236; number 9, C, carries 0.736; number 10, F, carries -0.267; number 11, F, carries -0.257; number 12, C, carries 0.641; number 13, F, carries -0.309; number 14, F, carries -0.154; number 15, C, carries 0.187; number 16, O, carries -0.475; number 17, O, carries -0.393; number 18, P, carries 0.459; number 19, N, carries -0.597; number 20, O, carries -0.437; number 21, H, carries 0.364; number 22, H, carries 0.381; number 23, H, carries 0.357; number 24, H, carries 0.291; number 25, H, carries 0.352; number 26, C, carries -0.727; number 27, C, carries -0.219; number 28, C, carries -0.567; number 29, C, carries 0.039; number 30, C, carries 0.022; number 31, C, carries -0.584; number 32, C, carries 0.637; number 33, O, carries -0.666; number 34, C, carries 0.231; number 35, C, carries -0.626; number 36, C, carries -0.417; number 37, C, carries -0.532; number 38, C, carries -0.596; number 39, C, carries 0.165; number 40, C, carries 0.532; number 41, O, carries -0.678; number 42, H, carries 0.416; number 43, H, carries 0.688; number 44, H, carries 0.595; number 45, H, carries 0.481; number 46, H, carries 0.475; number 47, H, carries 0.445; number 48, H, carries 0.437; number 49, H, carries 0.463; number 50, C, carries -0.500; number 51, C, carries -0.519; number 52, C, carries -0.533; number 53, C, carries 0.245; number 54, C, carries 0.266; number 55, C, carries -0.643; number 56, C, carries 0.584; number 57, O, carries -0.667; number 58, C, carries 0.369; number 59, C, carries -0.682; number 60, C, carries -0.413; number 61, C, carries -0.615; number 62, C, carries -0.428; number 63, C, carries 0.118; number 64, C, carries 0.404; number 65, O, carries -0.690; number 66, H, carries 0.462; number 67, H, carries 0.423; number 68, H, carries 0.472; number 69, H, carries 0.473; number 70, H, carries 0.471; number 71, H, carries 0.396; number 72, H, carries 0.428; number 73, H, carries 0.581; number 74, C, carries -0.471; number 75, C, carries -0.514; number 76, C, carries -0.542; number 77, C, carries 0.110; number 78, C, carries 0.198; number 79, C, carries -0.535; number 80, C, carries 0.453; number 81, O, carries -0.686; number 82, C, carries 0.336; number 83, C, carries -0.666; number 84, C, carries -0.563; number 85, C, carries -0.668; number 86, C, carries -0.632; number 87, C, carries 0.470; number 88, C, carries 0.571; number 89, O, carries -0.677; number 90, H, carries 0.404; number 91, H, carries 0.405; number 92, H, carries 0.489; number 93, H, carries 0.470; number 94, H, carries 0.642; number 95, H, carries 0.449; number 96, H, carries 0.436; number 97, H, carries 0.531; number 98, C, carries -0.457; number 99, C, carries -0.481



# 2
Computed, not measured: a molecular structure, C63H47Cl3CrN7O2PS, with ωB97M-V/def2-TZVPD.

Results
* orbital gap (spin up / spin down): 0.1452 / 0.2498 Ha
* expectation value of S²: 6.08
* highest occupied orbital energy (spin up / spin down): -4.0550 / -6.9002 eV

```
! RIJCOSX wB97M-V def2-TZVPD def2/J DEFGRID3
* xyz 0 5
Cr 0.3321 -0.3518 0.0061
C -5.1900 1.4182 0.7468
N -4.0831 1.1535 -0.1573
C -2.7766 0.9368 0.1705
N -2.0475 0.6451 -0.8903
C -2.9095 0.7040 -1.9640
C -4.1774 1.0121 -1.5149
C -5.4342 1.1344 -2.2714
C -6.2355 2.2699 -2.1720
C -7.3981 2.3794 -2.9199
C -7.7707 1.3555 -3.7785
C -6.9786 0.2202 -3.8825
C -5.8196 0.1078 -3.1322
C -2.6131 0.6846 -3.4200
C -2.6558 1.9071 -4.0859
C -2.5193 1.9709 -5.4646
C -2.3461 0.8050 -6.1947
C -2.3063 -0.4170 -5.5375
C -2.4406 -0.4788 -4.1599
P -2.1904 1.3482 1.8366
C -1.5843 -0.2669 2.3633
N -0.8030 -1.0832 1.6710
C -0.5768 -2.1810 2.4680
C -1.2085 -1.9952 3.6744
N -1.8408 -0.7751 3.5942
C -2.7034 -0.1764 4.6018
C -1.2666 -2.8775 4.8503
C -1.5920 -4.2244 4.6946
C -1.6247 -5.0669 5.7932
C -1.3346 -4.5775 7.0596
C -1.0033 -3.2405 7.2224
C -0.9669 -2.3956 6.1236
C 0.1914 -3.3898 2.1084
C 1.3251 -3.7299 2.8395
C 2.0232 -4.8884 2.5416
C 1.5873 -5.7205 1.5192
C 0.4392 -5.3997 0.8079
C -0.2621 -4.2431 1.1092
C -0.6214 2.1453 1.4075
N 0.4128 1.6175 0.7659
C 1.3657 2.6040 0.6609
C 0.8950 3.7367 1.2928
N -0.3578 3.4263 1.7653
C -1.2493 4.2997 2.5149
C 1.5476 5.0394 1.5022
C 2.8496 5.0848 2.0000
C 3.4818 6.3001 2.1991
C 2.8238 7.4882 1.9092
C 1.5337 7.4526 1.4020
C 0.9016 6.2355 1.1946
C 2.6344 2.6163 -0.1118
C 3.7258 1.7996 0.1590
C 4.9300 2.0022 -0.4995
C 5.0626 3.0187 -1.4337
C 3.9685 3.8179 -1.7324
C 2.7651 3.6134 -1.0802
H -4.9283 1.0943 1.7499
H -6.0653 0.8644 0.4145
H -5.4359 2.4795 0.7733
H -5.9343 3.0871 -1.5273
H -8.0069 3.2708 -2.8417
H -8.6722 1.4463 -4.3701
H -7.2639 -0.5817 -4.5508
H -5.1970 -0.7734 -3.2157
H -2.7951 2.8188 -3.5160
H -2.5534 2.9296 -5.9664
H -2.2411 0.8487 -7.2713
H -2.1609 -1.3324 -6.0966
H -2.3952 -1.4354 -3.6583
H -3.0238 -0.9474 5.2959
H -3.5792 0.2596 4.1276
H -2.1788 0.6034 5.1541
H -1.8110 -4.6037 3.7050
H -1.8779 -6.1104 5.6596
H -1.3598 -5.2385 7.9159
H -0.7593 -2.8574 8.2047
H -0.6719 -1.3606 6.2512
H 1.6752 -3.0684 3.6217
H 2.9208 -5.1290 3.0964
H 2.1447 -6.6159 1.2756
H 0.0917 -6.0434 0.0097
H -1.1616 -3.9991 0.5563
H -0.6691 5.1106 2.9435
H -1.7232 3.7409 3.3178
H -2.0230 4.7158 1.8700
H 3.3645 4.1583 2.2203
H 4.4943 6.3198 2.5804
H 3.3183 8.4370 2.0705
H 1.0200 8.3726 1.1548
H -0.0877 6.2166 0.7527
H 3.6466 1.0123 0.8935
H 5.7680 1.3554 -0.2723
H 6.0075 3.1762 -1.9382
H 4.0478 4.5992 -2.4776
H 1.9103 4.2330 -1.3230
S 2.3305 -3.8871 -1.6830
C 0.6547 -4.0354 -2.1914
C 0.0960 -4.9660 -3.0469
C -1.2791 -4.9415 -3.2651
C -2.0709 -3.9910 -2.6261
C -1.5115 -3.0393 -1.7871
C -0.1307 -3.0437 -1.5726
N 0.5550 -2.2205 -0.7323
C 1.8799 -2.5723 -0.6241
C 2.6405 -1.9713 0.4013
C 3.9092 -2.3859 0.8560
C 4.4223 -1.8454 2.0234
C 3.7007 -0.9037 2.7561
C 2.4657 -0.4489 2.2654
C 1.9467 -0.9307 1.0863
H 0.7192 -5.7032 -3.5377
H -1.7329 -5.6623 -3.9325
H -3.1422 -3.9954 -2.7902
H -2.1166 -2.2804 -1.3022
H 4.4511 -3.1555 0.3178
H 5.3872 -2.1787 2.3879
H 4.1048 -0.5037 3.6784
H 1.9352 0.3240 2.8213
Cl 1.4266 2.2912 -4.1586
C 2.1151 0.6998 -3.7276
Cl 3.7570 0.9134 -3.1230
Cl 2.1486 -0.3319 -5.1589
C 1.1594 0.1036 -2.6427
O 1.5000 0.3785 -1.4483
O 0.1920 -0.5200 -3.0255
*
```

Here are the Mulliken charges for atoms 1 to 99, given in e: number 1, Cr, carries 0.160; number 2, C, carries -0.906; number 3, N, carries 0.648; number 4, C, carries -0.886; number 5, N, carries 0.939; number 6, C, carries -1.127; number 7, C, carries 0.194; number 8, C, carries -0.095; number 9, C, carries -0.247; number 10, C, carries -0.761; number 11, C, carries -0.416; number 12, C, carries -0.816; number 13, C, carries -0.233; number 14, C, carries 0.683; number 15, C, carries -0.308; number 16, C, carries -0.919; number 17, C, carries -0.595; number 18, C, carries -0.890; number 19, C, carries 0.680; number 20, P, carries -0.913; number 21, C, carries -0.755; number 22, N, carries 1.120; number 23, C, carries -1.790; number 24, C, carries 1.135; number 25, N, carries 0.398; number 26, C, carries -1.055; number 27, C, carries 0.058; number 28, C, carries -0.067; number 29, C, carries -0.862; number 30, C, carries -0.423; number 31, C, carries -0.811; number 32, C, carries -0.311; number 33, C, carries 0.642; number 34, C, carries -0.175; number 35, C, carries -1.010; number 36, C, carries -0.650; number 37, C, carries -0.786; number 38, C, carries 0.145; number 39, C, carries -0.984; number 40, N, carries 1.288; number 41, C, carries -1.938; number 42, C, carries 0.651; number 43, N, carries 0.466; number 44, C, carries -1.090; number 45, C, carries 0.165; number 46, C, carries -0.120; number 47, C, carries -0.821; number 48, C, carries -0.453; number 49, C, carries -0.825; number 50, C, carries -0.330; number 51, C, carries 0.891; number 52, C, carries 0.731; number 53, C, carries -0.727; number 54, C, carries -0.823; number 55, C, carries -0.914; number 56, C, carries -0.410; number 57, H, carries 0.237; number 58, H, carries 0.402; number 59, H, carries 0.325; number 60, H, carries 0.417; number 61, H, carries 0.394; number 62, H, carries 0.397; number 63, H, carries 0.428; number 64, H, carries 0.532; number 65, H, carries 0.488; number 66, H, carries 0.418; number 67, H, carries 0.419; number 68, H, carries 0.472; number 69, H, carries 0.094; number 70, H, carries 0.500; number 71, H, carries 0.304; number 72, H, carries 0.286; number 73, H, carries 0.463; number 74, H, carries 0.432; number 75, H, carries 0.401; number 76, H, carries 0.402; number 77, H, carries 0.481; number 78, H, carries 0.511; number 79, H, carries 0.396; number 80, H, carries 0.430; number 81, H, carries 0.449; number 82, H, carries 0.858; number 83, H, carries 0.516; number 84, H, carries 0.363; number 85, H, carries 0.280; number 86, H, carries 0.463; number 87, H, carries 0.434; number 88, H, carries 0.411; number 89, H, carries 0.398; number 90, H, carries 0.477; number 91, H, carries 0.220; number 92, H, carries 0.422; number 93, H, carries 0.361; number 94, H, carries 0.417; number 95, H, carries 0.663; number 96, S, carries -0.641; number 97, C, carries 1.262; number 98, C, carries -0.596; number 99, C, carries -1.010



Number 1: E_tot -128410.608 eV, maximum force 0.084 hartree/bohr. Number 2: E_tot -166736.114 eV, maximum force 0.011 hartree/bohr.